Entry 1:
DFT (ωB97M-V with the def2-TZVPD basis set) results for one molecule with the formula C5H9Cl2N3 in a non-equilibrium geometry.

Properties
Spin multiplicity ... 1
HOMO-LUMO gap (alpha / beta) ... 7.909 / 7.908 eV
HOMO energy (alpha / beta) ... -8.787 / -8.787 eV

Each line ends with the Löwdin charge.
Positions of all 19 atoms, in Å:
C -1.754 1.045 -0.508  -0.2687
C -3.220 -0.888 -0.402  -0.6444
C 1.700 -0.738 1.333  -0.0620
C 2.221 0.659 -0.708  -0.0715
C 1.465 -0.549 -0.169  -0.4258
N -0.525 0.736 -0.538  0.0497
N -2.916 0.298 -0.245  -0.3506
N 0.045 -0.439 -0.442  -0.0273
Cl -4.627 -1.621 0.078  0.6865
Cl -4.203 1.612 0.579  0.3118
H -1.972 2.090 -0.660  0.0818
H -0.522 -1.253 -0.191  0.1301
H 1.140 -1.596 1.704  0.0714
H 2.755 -0.906 1.526  0.0744
H 1.382 0.150 1.875  0.0806
H 3.284 0.515 -0.544  0.0776
H 1.900 1.567 -0.207  0.0724
H 2.039 0.762 -1.775  0.0780
H 1.810 -1.443 -0.705  0.1360



Entry 2:
DFT (ωB97M-V with the def2-TZVPD basis set) results for a 2-piece molecular cluster, C5H9Cl2NO2 overall in a non-equilibrium geometry.

Properties
Energy above the lowest of the compared OMol25 structures with the same formula, charge and spin ... 65.9 kcal/mol
Spin multiplicity ... 1
HOMO-LUMO gap ... 9.733 eV
HOMO energy ... -9.229 eV

Each line ends with the Löwdin charge.
Positions of all 19 atoms, in Å:
O -1.203 -2.514 -2.382  -0.0414
N -1.900 -2.219 -1.375  -0.3692
O -1.649 -3.100 -0.292  0.0258
C -2.719 -1.236 -1.252  -0.5404
Cl -3.615 -0.815 0.182  0.6516
H -1.551 -4.045 -0.431  0.1178
H -2.733 -0.592 -2.092  0.0531
C 2.895 1.252 1.198  -0.1107
C 1.421 1.055 1.305  -0.2567
C 0.506 1.642 0.183  -0.2109
C -0.218 0.873 -0.532  -0.5305
Cl -1.497 1.647 -1.442  0.6171
H 3.143 1.519 0.148  0.0922
H 3.222 1.967 1.889  0.0475
H 3.382 0.325 1.503  0.0744
H 1.192 0.014 1.488  0.0974
H 0.955 1.658 2.127  0.1187
H 0.590 2.727 0.256  0.1162
H -0.220 -0.159 -0.479  0.0478